(1)
{"formula": "C31H33N5O6", "method": "ωB97M-V/def2-TZVPD", "gap_ev": 8.0, "charge": 0, "fmax_ev_per_a": 9.3, "spin_multiplicity": 1, "species": ["N", "C", "C", "C", "C", "C", "H", "H", "H", "H", "H", "N", "C", "C", "C", "C", "C", "H", "H", "H", "H", "H", "N", "C", "C", "C", "C", "C", "H", "H", "H", "H", "H", "N", "C", "C", "C", "C", "C", "H", "H", "H", "H", "H", "N", "C", "C", "C", "C", "C", "H", "H", "H", "H", "H", "C", "C", "O", "C", "O", "O", "H", "H", "H", "H", "C", "C", "O", "C", "O", "O", "H", "H", "H", "H"], "positions_angstrom": [[16.566175, -11.353516, -18.215006], [15.573978, -12.247076, -18.343829], [14.265457, -11.923619, -18.031766], [13.978308, -10.630903, -17.650204], [14.983236, -9.703253, -17.446681], [16.270479, -10.095584, -17.778982], [15.806042, -13.217944, -18.756078], [13.456157, -12.598593, -18.268102], [12.984296, -10.246716, -17.474893], [14.835480, -8.697237, -17.082670], [17.041432, -9.357462, -17.614023], [13.150591, -5.489496, -19.001828], [12.819621, -6.449775, -18.008766], [12.579096, -7.778296, -18.322549], [12.723764, -8.142573, -19.611627], [13.151993, -7.288331, -20.670104], [13.390160, -5.932868, -20.242490], [12.576479, -6.125201, -17.007809], [12.089796, -8.403494, -17.590365], [12.460703, -9.168626, -19.822405], [13.350493, -7.588284, -21.688449], [13.593404, -5.164685, -20.973917], [11.076144, -13.506679, -17.375249], [9.819846, -13.996532, -17.188747], [9.460346, -15.330300, -17.669721], [10.409337, -15.912069, -18.505129], [11.697001, -15.439170, -18.654991], [11.973704, -14.190626, -18.113300], [9.112154, -13.483502, -16.554421], [8.504642, -15.752007, -17.395496], [10.134012, -16.799858, -19.055065], [12.443833, -16.022167, -19.173432], [12.984965, -13.811580, -18.122984], [8.108248, -8.042304, -19.089356], [9.127617, -7.284655, -18.959416], [10.195522, -7.293093, -19.871428], [10.037470, -8.118182, -20.999002], [8.909340, -9.030888, -21.076781], [8.070989, -9.026250, -20.022008], [9.040685, -6.475124, -18.249825], [11.026910, -6.607384, -19.800759], [10.752479, -8.188309, -21.805378], [8.903852, -9.672731, -21.945348], [7.227904, -9.700841, -19.998889], [11.937955, -11.379832, -18.224970], [11.667162, -12.252133, -19.229220], [10.669485, -12.039035, -20.156970], [9.941145, -10.824268, -20.014751], [10.137774, -9.921933, -18.948060], [11.254326, -10.211694, -18.154026], [12.189292, -13.191107, -19.119197], [10.460736, -12.773921, -20.920361], [9.161370, -10.599158, -20.727267], [9.536410, -9.036937, -18.801299], [11.563979, -9.563815, -17.347318], [7.917074, -13.833793, -19.615814], [8.522382, -14.498360, -20.840186], [8.508383, -13.552617, -21.883371], [8.228992, -12.319259, -21.259623], [8.078450, -11.242408, -21.884603], [8.078610, -12.501862, -19.980609], [8.540610, -14.183769, -18.793126], [6.857480, -14.068777, -19.515081], [7.806930, -15.241538, -21.192209], [9.519963, -14.847599, -20.573806], [11.500111, -15.579694, -22.782242], [10.387342, -15.799720, -21.801950], [10.889842, -15.018502, -20.692271], [11.904621, -14.242646, -21.094209], [12.413820, -13.346544, -20.513341], [12.479822, -14.843964, -22.050148], [11.191454, -15.174721, -23.745996], [12.033197, -16.468195, -23.120600], [10.388890, -16.887328, -21.729794], [9.437176, -15.389357, -22.143833]], "atomic_forces_ev_per_a": [[0.29, 0.93, 0.08], [0.19, 1.37, 0.42], [0.78, 0.03, -0.70], [0.88, 1.81, 1.54], [1.17, -0.78, -0.51], [-0.37, -1.44, 0.15], [0.31, -0.16, 0.07], [1.48, 1.00, 0.50], [1.86, -0.44, 0.66], [-0.31, 0.00, -0.06], [0.63, -0.34, -0.33], [-0.03, -2.02, 1.96], [0.06, 1.30, -2.63], [0.27, 2.77, 1.33], [1.28, -1.08, -3.37], [0.55, 1.11, 3.10], [-1.28, -1.53, 0.11], [0.32, 0.60, -0.01], [1.04, 1.09, -0.34], [0.13, -0.12, -0.48], [-0.21, -0.19, 0.07], [0.30, 0.10, -0.08], [-3.26, -1.54, 2.09], [2.87, -2.32, -0.15], [1.98, 1.90, 0.22], [-1.33, -1.25, 1.48], [0.47, 0.72, 1.80], [-0.64, -3.31, 2.62], [0.19, 0.52, 0.02], [-0.06, -0.16, -0.34], [-0.01, -0.48, 0.22], [0.07, 0.08, -0.06], [0.01, -1.26, 0.90], [-2.86, -1.67, 0.16], [1.06, 2.75, -1.12], [-0.89, 0.01, -1.98], [-1.64, -0.16, 0.83], [2.75, 4.54, -1.61], [-2.45, 2.29, -0.09], [0.23, -0.03, 0.47], [-0.49, 0.05, 0.06], [0.22, 0.30, 0.07], [-0.45, 0.89, 0.12], [-0.10, -0.10, 0.27], [-4.37, 0.69, -2.58], [-2.41, 5.14, 4.39], [-0.78, 3.03, 1.03], [1.48, -1.72, 1.39], [2.01, -2.37, 0.06], [-1.84, -2.82, -0.30], [-1.29, 2.90, 1.07], [-0.36, 0.94, 0.00], [1.49, -1.34, 1.40], [1.28, -1.71, 0.47], [-0.81, -1.00, 0.27], [-0.09, -1.30, -1.33], [-3.33, -1.10, 1.45], [0.02, 2.77, 0.53], [-1.32, 1.16, -3.79], [-0.52, -5.57, 1.28], [-1.13, 2.11, 0.86], [-0.93, 1.23, -0.24], [-0.04, 0.18, 0.34], [0.30, -0.63, 0.24], [-3.17, 1.27, 0.63], [1.41, -1.17, -1.82], [1.81, -0.68, -2.28], [0.34, -0.36, -1.69], [2.04, -0.71, 1.34], [3.78, -4.15, -7.39], [1.16, -0.54, -4.64], [0.05, 1.07, 0.32], [-0.21, -0.38, 0.45], [-0.62, 0.13, 1.47], [1.00, -0.85, -0.41]]}

***

(2)
{"formula": "C31H34BiN7O4S", "method": "ωB97M-V/def2-TZVPD", "gap_ev": 6.5, "charge": 0, "fmax_ev_per_a": 1.8, "spin_multiplicity": 1, "species": ["Bi", "C", "N", "C", "C", "C", "N", "C", "C", "C", "C", "C", "C", "C", "O", "C", "C", "C", "N", "C", "C", "C", "C", "C", "C", "C", "O", "H", "H", "H", "H", "H", "H", "H", "H", "H", "H", "H", "H", "H", "H", "H", "H", "H", "H", "H", "H", "H", "H", "H", "H", "H", "N", "C", "C", "C", "C", "C", "C", "S", "O", "O", "N", "C", "N", "C", "C", "C", "N", "H", "H", "H", "H", "H", "H", "H", "H", "H"], "positions_angstrom": [[0.780805, -0.391086, 0.377767], [2.588705, -0.903186, 2.881267], [1.227705, -1.385486, 2.694767], [1.172305, -2.837886, 2.517567], [-0.135195, -3.290286, 1.854667], [-0.068895, -3.452586, 0.326567], [0.892805, -2.572486, -0.287533], [1.583105, -2.978386, -1.298733], [2.630005, -2.293286, -1.967433], [3.080005, -2.786686, -3.210233], [4.159705, -2.239786, -3.848833], [4.865205, -1.200686, -3.232133], [4.471605, -0.716686, -2.014133], [3.320205, -1.204886, -1.355833], [2.986105, -0.717886, -0.208433], [0.351705, -0.924186, 3.778667], [-0.371295, 0.411214, 3.592367], [0.463805, 1.692214, 3.486167], [1.108605, 1.766914, 2.207367], [0.510005, 2.370614, 1.244267], [1.019905, 2.363214, -0.095333], [2.399805, 2.229714, -0.361033], [2.888305, 2.306514, -1.634833], [1.993005, 2.498914, -2.700033], [0.652505, 2.618314, -2.492933], [0.065705, 2.552014, -1.178533], [-1.164195, 2.588214, -0.979733], [3.022605, -1.266286, 3.818367], [2.564405, 0.181814, 2.884767], [3.210205, -1.215786, 2.046267], [1.280005, -3.341686, 3.488967], [2.022705, -3.128786, 1.895967], [-0.923995, -2.577086, 2.091767], [-0.437095, -4.256586, 2.261667], [-1.061395, -3.221886, -0.076333], [0.174605, -4.488786, 0.062267], [1.386605, -3.988386, -1.672133], [2.542105, -3.609886, -3.661933], [4.477105, -2.601886, -4.814433], [5.733405, -0.785686, -3.722833], [5.016005, 0.073714, -1.524733], [0.933505, -0.889186, 4.709567], [-0.450095, -1.654386, 3.899867], [-1.028695, 0.498114, 4.461967], [-0.998995, 0.342814, 2.704467], [1.228705, 1.716114, 4.267567], [-0.209995, 2.547214, 3.646267], [-0.471295, 2.845614, 1.370767], [3.062205, 2.081614, 0.478167], [3.948705, 2.256214, -1.829833], [2.392905, 2.558014, -3.705733], [-0.022895, 2.787114, -3.321133], [-5.322395, 4.436214, 0.339667], [-4.776995, 3.181314, 0.466867], [-4.027995, 2.849314, 1.600767], [-3.495095, 1.585814, 1.735767], [-3.736995, 0.641914, 0.755667], [-4.516795, 0.933914, -0.348533], [-5.035195, 2.200714, -0.496433], [-2.955295, -0.941786, 0.827767], [-3.734395, -1.960686, 0.182367], [-2.532195, -1.235486, 2.177967], [-1.519895, -0.744586, 0.006967], [-1.507195, -0.535986, -1.298933], [-0.251495, -0.445086, -1.802833], [-0.099295, -0.271686, -3.103233], [-1.191895, -0.214786, -3.948433], [-2.442295, -0.293986, -3.342133], [-2.604295, -0.453186, -2.049233], [-4.884895, 5.169014, 0.875267], [-5.587095, 4.707114, -0.592833], [-3.866895, 3.597014, 2.364867], [-2.918795, 1.320514, 2.607567], [-4.701795, 0.156114, -1.068633], [-5.633395, 2.455814, -1.360433], [0.917805, -0.185186, -3.455233], [-1.082195, -0.084186, -5.009933], [-3.356395, -0.232586, -3.919933]], "atomic_forces_ev_per_a": [[0.95, 0.75, 0.17], [0.36, 0.05, 0.14], [-0.16, -0.08, -0.30], [-0.11, -0.58, 0.10], [0.19, -0.04, -0.03], [-0.54, -0.64, 0.08], [0.47, -0.15, -0.35], [-0.33, -0.35, 0.43], [0.42, 0.56, -0.19], [-0.03, -0.01, 0.06], [-0.08, -0.13, -0.25], [-0.10, -0.01, 0.16], [0.06, 0.15, -0.04], [0.19, -0.42, -0.28], [-0.44, 0.07, 0.27], [-0.43, 0.16, 0.23], [0.44, 0.08, 0.04], [-0.32, 0.06, 0.33], [0.11, -0.09, -0.61], [-0.18, 0.29, 0.54], [-0.08, 0.13, -0.58], [0.09, 0.20, -0.10], [0.35, -0.03, 0.23], [-0.16, 0.09, -0.11], [-0.05, 0.24, -0.24], [0.29, 0.03, 0.19], [-0.40, -0.06, 0.02], [-0.02, -0.08, 0.06], [0.14, 0.08, 0.07], [0.08, -0.06, -0.02], [0.10, 0.09, -0.03], [0.05, 0.01, 0.12], [0.00, -0.13, 0.11], [-0.07, 0.09, 0.06], [0.09, -0.17, 0.00], [-0.01, 0.08, 0.02], [-0.13, 0.00, 0.06], [-0.03, -0.09, -0.03], [-0.01, -0.10, -0.06], [0.09, 0.06, -0.01], [0.07, 0.11, 0.08], [-0.01, -0.13, 0.01], [0.14, -0.08, 0.07], [-0.11, 0.01, -0.09], [-0.13, 0.03, 0.11], [-0.04, 0.02, 0.08], [0.07, -0.03, 0.02], [0.02, 0.01, 0.07], [0.14, 0.03, 0.11], [0.06, -0.07, 0.04], [-0.05, 0.03, -0.08], [-0.08, -0.02, -0.04], [-0.11, 0.32, 0.00], [0.03, -0.31, 0.07], [0.01, 0.00, -0.09], [-0.03, 0.13, 0.11], [0.26, -0.83, -0.02], [-0.27, 0.08, -0.07], [0.08, 0.10, 0.13], [0.49, -0.40, -0.16], [-0.17, 0.38, -0.13], [-0.15, 0.54, 0.13], [-0.87, -0.20, 1.57], [-0.08, 0.13, -1.61], [-0.15, 0.02, 0.17], [-0.13, -0.02, -0.38], [0.03, 0.04, 0.09], [0.34, 0.01, -0.21], [-0.27, -0.09, 0.21], [-0.03, -0.02, -0.11], [0.03, 0.08, 0.05], [0.04, 0.04, 0.07], [0.07, 0.00, 0.10], [-0.06, 0.01, -0.10], [-0.06, -0.04, -0.05], [0.09, 0.01, -0.10], [0.05, 0.01, -0.13], [-0.02, 0.03, -0.15]]}

***

(3)
{"formula": "C31H34ClFeNOP", "method": "ωB97M-V/def2-TZVPD", "gap_ev": [7.5, 7.9], "charge": 2, "s2": 0.827, "fmax_ev_per_a": 1.3, "spin_multiplicity": 2, "species": ["Fe", "C", "C", "C", "C", "C", "C", "C", "C", "C", "C", "C", "C", "H", "H", "H", "H", "H", "H", "H", "H", "H", "H", "H", "H", "H", "H", "H", "H", "H", "H", "O", "N", "C", "C", "C", "C", "C", "C", "C", "P", "C", "C", "C", "C", "C", "C", "C", "C", "C", "C", "C", "C", "H", "H", "H", "H", "H", "H", "H", "H", "H", "H", "H", "H", "H", "H", "H", "H", "Cl"], "positions_angstrom": [[-0.475687, 0.701681, -1.042309], [-3.095389, 0.185922, 1.368118], [-2.273337, 1.043771, 0.449340], [-2.754539, 1.353346, -0.848160], [-4.070674, 0.789324, -1.313706], [-2.035257, 2.259616, -1.672047], [-2.481965, 2.549616, -3.080126], [-0.895011, 2.927411, -1.154456], [-0.235667, 4.010200, -1.958890], [-0.402546, 2.600975, 0.141249], [0.837461, 3.292345, 0.631029], [-1.129131, 1.710698, 0.964299], [-0.829318, 1.597634, 2.429859], [-3.867248, 0.814751, 1.822852], [-2.505299, -0.243435, 2.171680], [-3.598613, -0.622175, 0.846177], [-4.734710, 0.603661, -0.475248], [-3.948399, -0.140649, -1.858704], [-4.570671, 1.497319, -1.970125], [-3.129776, 3.429174, -3.109656], [-3.038992, 1.722636, -3.497274], [-1.626124, 2.747741, -3.721301], [0.582841, 3.621176, -2.565921], [0.168369, 4.779873, -1.306572], [-0.956870, 4.484362, -2.618852], [0.574509, 4.221110, 1.144052], [1.499345, 3.536054, -0.195215], [1.400811, 2.675165, 1.322617], [-1.707156, 1.957062, 2.973342], [0.010016, 2.214156, 2.728532], [-0.663266, 0.571048, 2.756612], [-1.873677, -0.325063, -3.010174], [-0.909457, -0.872385, -2.152635], [-0.144448, -1.745960, -2.708568], [0.936505, -2.446493, -2.058296], [1.433863, -3.566001, -2.729356], [2.414229, -4.348881, -2.144423], [2.887554, -4.018276, -0.886538], [2.396961, -2.902646, -0.217585], [1.432666, -2.088112, -0.805026], [0.831528, -0.729042, 0.231443], [-0.110999, -1.647800, 1.468454], [0.382330, -1.928007, 2.746642], [-0.293243, -2.813682, 3.573627], [-1.442467, -3.449641, 3.125822], [-1.912039, -3.211419, 1.842201], [-1.251001, -2.315885, 1.018258], [2.314415, 0.023995, 0.929749], [3.440721, 0.136749, 0.104815], [4.597164, 0.734233, 0.574188], [4.656152, 1.214513, 1.875370], [3.554506, 1.094303, 2.708626], [2.392198, 0.501863, 2.239926], [-1.662213, -0.526479, -3.939317], [-0.370517, -2.022118, -3.735899], [1.043522, -3.820052, -3.706289], [2.800723, -5.211847, -2.668231], [3.650846, -4.622673, -0.415158], [2.789345, -2.667322, 0.763592], [1.307787, -1.495121, 3.091979], [0.095374, -3.022788, 4.560764], [-1.960788, -4.144686, 3.772369], [-2.791732, -3.725916, 1.479672], [-1.628234, -2.152894, 0.014197], [3.419217, -0.233500, -0.909372], [5.453668, 0.821861, -0.079634], [5.565836, 1.668860, 2.243952], [3.596676, 1.453351, 3.727764], [1.552576, 0.418165, 2.912501], [1.356749, 1.095246, -2.200597]], "atomic_forces_ev_per_a": [[0.26, -0.10, 0.84], [0.03, -0.03, 0.03], [0.05, 0.08, -0.16], [0.13, 0.09, -0.10], [0.02, 0.19, 0.09], [0.05, -0.04, 0.12], [-0.02, 0.08, 0.12], [-0.11, -0.10, -0.09], [-0.09, 0.04, 0.05], [-0.01, 0.13, -0.16], [0.08, -0.04, 0.02], [-0.04, 0.15, -0.01], [-0.01, -0.01, 0.04], [-0.01, 0.01, 0.00], [-0.04, 0.00, -0.04], [0.02, -0.02, -0.02], [0.01, 0.03, 0.04], [0.04, -0.12, -0.06], [0.02, -0.01, -0.03], [0.03, 0.05, 0.06], [-0.07, -0.07, -0.02], [-0.01, -0.03, -0.02], [0.01, -0.03, 0.00], [-0.01, 0.00, 0.01], [0.01, 0.00, 0.00], [-0.02, 0.01, -0.02], [0.00, -0.02, 0.00], [0.01, -0.03, 0.03], [-0.01, -0.01, -0.01], [0.02, -0.02, -0.01], [0.00, 0.04, -0.03], [-0.19, -0.19, -0.09], [0.37, 0.27, -1.25], [-0.41, 0.09, 0.52], [-0.14, 0.14, -0.17], [0.08, 0.07, 0.10], [-0.03, -0.02, -0.10], [0.04, 0.01, 0.09], [-0.02, 0.04, -0.16], [0.41, -0.33, 0.36], [-0.27, 0.32, -0.29], [0.29, -0.27, 0.16], [-0.07, -0.07, -0.07], [-0.03, 0.01, -0.03], [0.02, -0.01, 0.07], [-0.01, 0.05, -0.04], [-0.09, -0.02, -0.05], [0.17, -0.10, 0.01], [-0.06, 0.05, -0.02], [-0.03, 0.00, 0.03], [0.05, 0.00, 0.01], [-0.02, -0.03, -0.03], [-0.13, 0.09, 0.04], [0.13, -0.10, 0.19], [-0.02, -0.15, 0.00], [0.00, -0.01, -0.01], [0.01, -0.01, 0.01], [-0.01, -0.02, -0.01], [0.00, 0.03, 0.00], [-0.01, -0.06, 0.02], [-0.01, 0.00, 0.02], [0.00, -0.01, -0.01], [-0.01, -0.01, 0.01], [0.04, 0.04, 0.00], [-0.03, -0.03, -0.02], [0.02, -0.01, 0.01], [0.00, 0.02, -0.01], [0.01, 0.00, 0.01], [0.00, 0.10, -0.03], [-0.37, -0.12, 0.10]]}